No. 1
Here is a cluster of 4 separate species, C42H81F5N9O9P3S in total from OMol25. Energies are from the ωB97M-V functional and the def2-TZVPD basis.

```
! RIJCOSX wB97M-V def2-TZVPD def2/J DEFGRID3
* xyz 0 1
C -2.59 6.02 -3.09
C -2.61 4.51 -3.34
C -1.31 3.93 -3.91
C -0.02 4.33 -3.18
C -0.07 4.20 -1.66
C 0.66 2.94 -1.14
C 2.09 3.24 -0.66
C 2.24 4.12 0.56
C 2.87 5.37 0.49
C 3.39 5.99 -0.80
C 2.95 7.45 -1.03
C 1.75 7.61 -1.96
O 1.07 8.85 -1.75
C 0.36 8.96 -0.59
C -0.68 7.93 -0.23
O 0.53 9.93 0.11
C 3.06 6.13 1.64
C 2.63 5.71 2.87
C 1.99 4.49 2.95
C 1.78 3.69 1.82
C 1.07 2.40 2.04
O 1.22 1.41 1.37
C 0.12 2.38 3.21
S -1.30 1.32 3.24
O -0.93 -0.05 3.23
O -2.11 1.69 4.37
C -2.36 1.69 1.77
F -3.50 1.02 2.00
F -1.83 1.21 0.65
C -2.74 3.19 1.59
F -1.74 3.83 0.99
F -3.79 3.24 0.77
F -3.07 3.78 2.72
C 0.32 3.14 4.28
C 1.54 4.00 4.28
O 2.14 4.25 5.30
H -3.15 6.55 -3.86
H -1.59 6.44 -3.06
H -3.06 6.24 -2.13
H -2.82 4.01 -2.39
H -3.43 4.23 -4.00
H -1.37 2.84 -3.96
H -1.23 4.29 -4.94
H 0.18 5.37 -3.44
H 0.81 3.77 -3.62
H -1.08 4.18 -1.26
H 0.48 5.05 -1.23
H 0.78 2.29 -2.01
H 0.07 2.38 -0.42
H 2.54 2.28 -0.39
H 2.67 3.60 -1.51
H 4.48 6.02 -0.72
H 3.11 5.42 -1.68
H 3.79 7.95 -1.50
H 2.77 7.99 -0.10
H 1.05 6.78 -1.90
H 2.10 7.63 -2.99
H -0.50 6.94 -0.62
H -0.71 7.86 0.85
H -1.66 8.24 -0.57
H 3.56 7.09 1.59
H 2.79 6.28 3.77
H -0.32 3.15 5.15
C -3.51 -3.40 0.70
N -2.87 -4.41 -0.12
C -3.77 -5.43 -0.64
P -1.43 -4.20 -1.01
O -1.92 -3.68 -2.33
N -0.45 -2.90 -0.53
C -0.38 -2.33 0.80
C -0.18 -1.87 -1.53
N -0.50 -5.34 -0.05
C 0.08 -6.43 -0.85
C -0.99 -5.87 1.21
H -3.96 -3.88 1.58
H -4.31 -2.86 0.17
H -2.81 -2.68 1.09
H -3.39 -6.43 -0.45
H -3.92 -5.33 -1.72
H -4.75 -5.37 -0.17
H -1.20 -1.63 0.99
H 0.54 -1.76 0.92
H -0.36 -3.08 1.59
H -1.01 -1.17 -1.63
H 0.02 -2.31 -2.50
H 0.71 -1.31 -1.23
H -0.67 -7.14 -1.20
H 0.83 -6.98 -0.27
H 0.59 -6.02 -1.73
H -1.80 -6.60 1.11
H -1.32 -5.08 1.88
H -0.15 -6.37 1.71
C -8.29 -7.23 -3.81
N -6.87 -7.20 -4.05
C -6.32 -5.87 -4.23
P -5.73 -8.38 -3.54
O -5.34 -7.92 -2.18
N -6.40 -9.90 -3.16
C -7.61 -10.47 -3.70
C -6.19 -10.38 -1.79
N -5.33 -8.91 -5.17
C -3.89 -8.80 -5.47
C -6.10 -8.50 -6.33
H -8.81 -6.80 -4.68
H -8.59 -6.66 -2.92
H -8.67 -8.24 -3.70
H -5.70 -5.81 -5.14
H -5.69 -5.56 -3.39
H -7.11 -5.13 -4.34
H -8.51 -10.08 -3.20
H -7.62 -11.55 -3.55
H -7.70 -10.32 -4.78
H -6.89 -9.93 -1.08
H -5.18 -10.18 -1.45
H -6.33 -11.46 -1.76
H -3.57 -7.76 -5.58
H -3.64 -9.34 -6.38
H -3.31 -9.25 -4.66
H -5.95 -7.45 -6.62
H -7.17 -8.67 -6.19
H -5.78 -9.13 -7.17
C 5.40 3.23 5.54
N 5.99 2.19 4.73
C 5.06 1.13 4.36
P 7.34 2.36 3.69
O 6.72 2.79 2.40
N 8.34 3.70 4.01
C 8.52 4.35 5.29
C 8.50 4.67 2.92
N 8.38 1.30 4.63
C 8.91 0.17 3.85
C 8.02 0.84 5.96
H 5.04 2.80 6.49
H 4.56 3.72 5.05
H 6.12 4.00 5.82
H 5.48 0.14 4.58
H 4.81 1.16 3.29
H 4.13 1.22 4.93
H 7.71 5.05 5.51
H 9.44 4.94 5.28
H 8.63 3.64 6.11
H 7.64 5.36 2.86
H 8.61 4.18 1.97
H 9.40 5.26 3.10
H 8.14 -0.57 3.61
H 9.72 -0.33 4.38
H 9.32 0.54 2.90
H 7.22 0.09 5.98
H 7.73 1.66 6.61
H 8.91 0.39 6.41
*
```

Calculated values
SMILES string: CCCCCCCc1c(CCCOC(C)=O)ccc2c1C(=O)C(S(=O)(=O)C(F)(F)C(F)(F)F)=CC2=O.CN(C)P(=O)(N(C)C)N(C)C.CN(C)P(=O)(N(C)C)N(C)C.CN(C)P(=O)(N(C)C)N(C)C
Largest force on an atom in eV/A: 5.1
Electronic energy in Ha: -4740.365215

No. 2
Here is a cluster of 5 separate species, C42H83F7N4O21P5 in total from OMol25. Energies are from the ωB97M-V functional and the def2-TZVPD basis.

```
! RIJCOSX wB97M-V def2-TZVPD def2/J DEFGRID3
* xyz 1 1
C -0.18 -10.05 -1.71
P -1.12 -9.39 -0.15
C -0.05 -9.63 1.43
C -1.34 -7.50 -0.53
C -2.88 -7.00 -0.83
N -3.25 -5.55 -1.16
C -4.72 -5.26 -1.37
C -5.19 -5.24 -2.96
C -6.84 -5.10 -2.98
F -7.23 -3.77 -2.40
C -2.14 -4.48 -1.26
C -2.58 -2.95 -1.66
C -2.87 -1.96 -0.39
N -2.36 -2.56 0.90
N -4.35 -1.67 -0.24
N -2.15 -0.61 -0.58
C -0.53 -4.85 -0.98
C 0.66 -3.68 -1.10
O 0.78 -2.84 -0.08
C 1.52 -3.66 -2.50
F 1.90 -5.04 -2.88
F 0.55 -3.20 -3.57
C 2.76 -2.58 -2.53
F 3.12 -2.41 -3.99
F 2.33 -1.21 -2.08
C 4.13 -3.09 -1.78
F 5.09 -1.92 -1.86
F 4.83 -4.22 -2.46
C 3.96 -3.45 -0.19
O 4.17 -4.73 0.20
O 3.64 -2.41 0.84
C -0.10 -6.41 -0.58
C 1.44 -6.85 -0.25
O 2.30 -7.42 -1.12
O 1.93 -6.64 1.13
H -0.27 -11.23 -1.83
H -0.66 -9.60 -2.70
H 0.94 -9.69 -1.67
H 0.23 -10.77 1.60
H -0.65 -9.20 2.36
H 0.99 -9.06 1.39
H -3.75 -7.81 -0.79
H -4.99 -4.25 -0.86
H -5.33 -6.14 -0.84
H -4.75 -4.32 -3.56
H -4.81 -6.21 -3.55
H -7.33 -5.92 -2.28
H -7.27 -5.14 -4.08
H -1.68 -2.47 -2.27
H -3.49 -2.96 -2.41
H -3.13 -2.57 1.62
H -1.55 -2.00 1.26
H -4.93 -2.07 -1.02
H -4.48 -0.62 -0.20
H -2.33 -0.03 0.28
H -1.12 -0.77 -0.70
H 3.11 -2.84 1.59
H 1.17 -6.65 1.78
O 9.38 2.45 1.90
P 9.02 2.18 0.42
O 9.14 0.53 0.61
C 8.50 -0.13 1.70
C 7.03 -0.37 1.43
O 10.56 2.42 -0.17
C 11.47 3.26 0.52
C 12.35 2.45 1.45
O 8.61 1.89 -1.23
C 7.91 0.77 -1.74
C 6.42 1.05 -1.78
H 8.63 0.42 2.64
H 9.00 -1.09 1.83
H 6.50 0.58 1.29
H 6.57 -0.91 2.26
H 6.89 -0.96 0.52
H 10.94 4.06 1.04
H 12.11 3.74 -0.24
H 11.76 1.80 2.11
H 12.96 3.10 2.07
H 13.01 1.79 0.88
H 8.13 -0.16 -1.22
H 8.26 0.62 -2.76
H 6.05 1.39 -0.80
H 5.87 0.16 -2.08
H 6.20 1.85 -2.49
O -5.96 2.33 0.08
P -6.44 3.26 1.21
O -7.72 3.83 0.30
C -8.58 2.93 -0.39
C -9.63 2.33 0.53
O -5.39 4.51 0.86
C -4.15 4.25 0.22
C -4.28 4.41 -1.28
O -6.99 4.31 2.48
C -8.33 4.67 2.75
C -8.95 3.70 3.74
H -8.02 2.13 -0.89
H -9.08 3.50 -1.18
H -9.16 1.75 1.33
H -10.30 1.67 -0.03
H -10.24 3.11 0.99
H -3.78 3.26 0.50
H -3.43 4.97 0.60
H -5.12 3.85 -1.69
H -3.36 4.09 -1.78
H -4.46 5.46 -1.53
H -8.94 4.78 1.86
H -8.30 5.66 3.21
H -8.85 2.67 3.41
H -10.01 3.93 3.88
H -8.45 3.78 4.71
O -9.49 1.13 -3.61
P -9.85 0.86 -5.09
O -9.73 -0.79 -4.90
C -10.37 -1.45 -3.82
C -11.84 -1.69 -4.09
O -8.32 1.10 -5.68
C -7.40 1.94 -5.00
C -6.52 1.13 -4.06
O -10.26 0.57 -6.75
C -10.97 -0.55 -7.25
C -12.45 -0.27 -7.29
H -10.24 -0.90 -2.88
H -9.87 -2.41 -3.69
H -12.37 -0.74 -4.22
H -12.31 -2.23 -3.25
H -11.99 -2.28 -4.99
H -7.93 2.74 -4.47
H -6.77 2.42 -5.75
H -7.11 0.48 -3.41
H -5.91 1.78 -3.44
H -5.86 0.47 -4.63
H -10.74 -1.48 -6.73
H -10.62 -0.70 -8.28
H -12.82 0.06 -6.32
H -13.00 -1.16 -7.60
H -12.67 0.53 -8.00
O 8.66 6.65 6.70
P 10.15 6.81 6.33
O 10.41 5.17 6.32
C 9.53 4.30 5.62
C 9.84 4.25 4.14
O 10.67 7.08 7.89
C 9.80 7.63 8.86
C 9.12 6.53 9.66
O 11.82 7.00 5.92
C 12.59 6.12 5.14
C 12.54 6.51 3.68
H 8.48 4.56 5.78
H 9.67 3.30 6.05
H 9.71 5.24 3.69
H 9.17 3.55 3.63
H 10.87 3.93 3.96
H 9.07 8.30 8.39
H 10.40 8.25 9.54
H 8.66 5.78 9.02
H 8.35 6.95 10.32
H 9.86 6.00 10.28
H 12.34 5.07 5.28
H 13.63 6.22 5.48
H 11.51 6.61 3.32
H 13.07 5.78 3.06
H 13.01 7.49 3.53
*
```

Calculated values
Largest force on an atom in eV/A: 9.7
Electronic energy in Ha: -5853.972933

No. 3
Here is a cluster of 13 separate species, C42H84O44S5 in total from OMol25. Energies are from the ωB97M-V functional and the def2-TZVPD basis.

```
! RIJCOSX wB97M-V def2-TZVPD def2/J DEFGRID3
* xyz 1 2
C 6.00 0.66 -2.19
C 4.71 0.01 -1.54
O 4.93 -1.39 -1.69
C 3.98 -2.30 -1.42
O 2.87 -2.01 -0.82
O 4.35 -3.44 -1.95
C 3.39 -4.48 -2.25
H 5.92 1.74 -2.19
H 6.07 0.37 -3.24
H 6.97 0.50 -1.73
H 3.84 0.37 -2.09
H 4.64 0.32 -0.50
H 3.90 -5.44 -2.36
H 2.90 -4.24 -3.19
H 2.65 -4.57 -1.46
C -1.23 -4.53 -1.43
C -2.37 -5.42 -1.97
O -3.29 -4.72 -2.75
C -3.07 -4.49 -4.07
O -2.04 -4.53 -4.73
O -4.25 -4.03 -4.58
C -4.46 -3.50 -5.85
H -0.88 -4.98 -0.50
H -1.45 -3.47 -1.29
H -0.35 -4.68 -2.06
H -2.97 -5.80 -1.14
H -1.95 -6.30 -2.46
H -4.30 -2.42 -5.76
H -5.52 -3.44 -6.08
H -3.83 -3.95 -6.61
C 6.02 5.71 2.56
C 5.89 5.29 4.07
O 4.46 5.00 4.36
C 3.93 3.74 3.98
O 4.42 2.93 3.17
O 2.64 3.73 4.40
C 1.60 2.84 3.90
H 5.84 4.87 1.89
H 7.01 6.15 2.45
H 5.21 6.44 2.62
H 6.19 6.14 4.69
H 6.50 4.43 4.35
H 0.61 3.31 3.94
H 1.57 1.86 4.39
H 1.73 2.66 2.83
C -8.31 -3.03 2.78
C -7.56 -2.59 1.50
O -7.14 -1.23 1.43
C -6.13 -0.80 0.69
O -5.80 0.39 0.57
O -5.59 -1.81 -0.01
C -4.58 -1.60 -0.99
H -7.61 -2.99 3.61
H -8.67 -4.06 2.73
H -9.19 -2.39 2.87
H -8.16 -2.75 0.60
H -6.77 -3.31 1.26
H -4.67 -2.46 -1.66
H -3.62 -1.56 -0.47
H -4.88 -0.75 -1.60
C 2.63 5.12 0.52
C 1.42 4.59 -0.30
O 0.59 5.57 -0.75
C -0.67 5.72 -0.26
O -1.09 5.11 0.70
O -1.32 6.71 -0.97
C -2.66 7.03 -0.58
H 3.27 4.29 0.82
H 2.31 5.52 1.48
H 3.17 5.87 -0.06
H 0.86 3.86 0.28
H 1.75 3.97 -1.14
H -3.32 6.19 -0.34
H -2.99 7.61 -1.44
H -2.57 7.72 0.25
C 2.33 2.98 -4.22
C 1.38 3.33 -5.43
O 0.80 4.51 -5.07
C -0.01 5.14 -5.92
O -0.22 4.83 -7.11
O -0.48 6.30 -5.38
C -0.26 6.79 -4.00
H 2.90 2.08 -4.45
H 1.77 2.80 -3.31
H 3.11 3.74 -4.11
H 0.64 2.53 -5.52
H 1.94 3.39 -6.36
H -0.49 6.01 -3.27
H -0.92 7.64 -3.83
H 0.81 6.91 -3.82
C 5.82 -4.75 0.98
C 6.54 -4.06 2.12
O 5.75 -3.22 2.92
C 5.25 -2.09 2.32
O 5.61 -1.56 1.28
O 4.49 -1.44 3.22
C 3.92 -0.19 2.82
H 4.82 -4.49 0.65
H 5.97 -5.80 1.24
H 6.47 -4.74 0.11
H 7.37 -3.54 1.65
H 7.01 -4.73 2.84
H 3.07 -0.43 2.19
H 4.64 0.31 2.17
H 3.74 0.51 3.63
C 0.56 -2.50 6.35
C 0.70 -1.36 5.34
O -0.53 -0.81 4.78
C -1.05 0.31 5.33
O -0.62 1.10 6.13
O -2.26 0.43 4.81
C -3.08 1.48 5.17
H -0.12 -2.24 7.16
H 1.59 -2.81 6.56
H 0.17 -3.30 5.74
H 1.26 -1.64 4.45
H 1.19 -0.61 5.95
H -2.97 2.22 4.38
H -2.88 1.82 6.19
H -4.10 1.08 5.14
C -1.40 -1.55 -6.58
C -2.09 -0.39 -5.83
O -1.27 -0.08 -4.73
S -0.05 -1.15 -4.53
O -0.46 -2.17 -3.54
O 1.21 -0.42 -4.34
O -0.09 -1.61 -6.08
H -1.40 -1.30 -7.64
H -1.86 -2.53 -6.53
H -3.08 -0.61 -5.43
H -2.10 0.53 -6.41
C 0.09 0.73 -1.14
C -0.81 -0.44 -0.80
O -0.77 -0.45 0.61
S -0.36 0.94 1.37
O 0.88 0.68 2.09
O -1.48 1.58 2.11
O -0.01 1.66 -0.09
H -0.32 1.25 -2.01
H 1.13 0.41 -1.19
H -0.30 -1.30 -1.24
H -1.83 -0.28 -1.14
C 1.49 -3.45 1.80
C 0.42 -4.52 2.15
O 0.83 -5.03 3.42
S 2.48 -4.87 3.63
O 3.21 -5.70 2.68
O 2.84 -4.86 5.05
O 2.29 -3.37 2.92
H 1.12 -2.44 1.61
H 2.12 -3.68 0.94
H 0.35 -5.32 1.41
H -0.56 -4.09 2.33
C -2.69 -1.89 2.54
C -3.98 -1.89 3.37
O -4.67 -3.05 3.04
S -3.76 -4.11 2.11
O -4.54 -4.52 0.92
O -3.10 -5.14 2.95
O -2.61 -2.95 1.61
H -1.78 -1.95 3.13
H -2.53 -0.93 2.03
H -4.61 -1.00 3.33
H -3.66 -1.93 4.41
C -3.45 2.18 -1.07
C -4.13 3.55 -1.43
O -3.26 4.15 -2.45
S -2.23 3.06 -3.14
O -0.84 3.33 -2.82
O -2.63 2.87 -4.56
O -2.78 1.79 -2.24
H -4.18 1.40 -0.85
H -2.63 2.28 -0.36
H -4.13 4.26 -0.61
H -5.14 3.52 -1.82
*
```

Calculated values
<S²>: 0.756
Largest force on an atom in eV/A: 4.5
Electronic energy in Ha: -6951.638484